A | Below is C3H4ClF in the gas phase, with properties calculated with ωB97M-V with the def2-TZVPD basis set.

- HOMO level (alpha / beta) (eV) = -8.7868 / -8.7615
- charge = 0

XYZ file:
```
9
Properties=species:S:1:pos:R:3:lowdin_charge:R:1
C -0.38736 0.35560 0.31352 -0.263
C -1.14841 -0.65949 -0.37384 0.009
C 1.33502 0.40993 0.42429 -0.613
F 1.81897 1.43687 -0.29308 -0.056
Cl 2.17313 -1.02307 -0.01302 0.642
H -0.46907 1.31865 -0.18766 0.092
H -0.69135 0.44250 1.35284 0.087
H -1.64584 -1.42056 0.19638 0.048
H -0.98508 -0.86044 -1.41943 0.053
```

B | Below is C3H4ClF in the gas phase, with properties calculated with ωB97M-V with the def2-TZVPD basis set.

- HOMO level (eV) = -10.1811
- charge = 0
- SMILES = C=C[C@@H](F)Cl

XYZ file:
```
9
Properties=species:S:1:pos:R:3:lowdin_charge:R:1
C -0.03288 0.43173 0.41528 -0.741
C 1.12542 -0.41646 0.58952 -0.216
C 2.12806 -0.44623 -0.33939 0.043
H -0.76567 0.63109 1.41752 0.138
H 0.78207 -1.13664 1.44853 0.140
H 3.09634 -1.01314 -0.75054 0.123
H 2.14699 0.20366 -1.06698 -0.018
F -0.16010 1.66286 -0.17209 -0.040
Cl -1.36132 -0.65088 -0.20542 0.571
```

C | Below is 2 unconnected molecules or ions with the total composition C3H4ClF, with properties calculated with ωB97M-V with the def2-TZVPD basis set.

- HOMO level (eV) = -9.0574
- charge = 0

XYZ file:
```
9
Properties=species:S:1:pos:R:3:lowdin_charge:R:1
C -1.32002 0.19801 -0.79015 -0.022
C -1.30506 0.22073 0.50453 -0.311
C 2.41434 -0.83263 -0.06703 -0.468
F -1.42928 1.28523 1.30573 -0.006
Cl 2.40652 0.28485 1.14176 0.564
H -1.42970 1.19463 -1.38766 0.097
H -1.43043 -0.78019 -1.40335 0.094
H -1.34597 -0.70007 1.17322 0.130
H 3.43961 -0.87054 -0.47706 -0.077
```

B wins, 0.866 eV ahead of the next structure.

A | Below is 15 unconnected molecules or ions with the total composition C30H90O15, with properties calculated with ωB97M-V with the def2-TZVPD basis set.

- HOMO level (eV) = -9.2981
- charge = 0

XYZ file:
```
135
Properties=species:S:1:pos:R:3:lowdin_charge:R:1
C 4.50017 25.11124 -15.09658 -0.078
C 3.90492 26.21814 -15.96594 -0.292
O 3.31640 27.27238 -15.17819 -0.083
H 4.71283 24.20449 -15.67377 0.068
H 3.85612 24.83685 -14.25858 0.064
H 5.43931 25.44841 -14.64466 0.069
H 3.13351 25.82314 -16.63892 0.103
H 4.68883 26.65546 -16.58385 0.096
H 2.46068 26.94288 -14.88436 0.078
C 6.36571 21.09213 -16.29053 -0.069
C 7.12984 22.39358 -16.18164 -0.290
O 7.24870 22.72720 -14.80035 -0.117
H 6.36994 20.66570 -17.29781 0.062
H 5.30667 21.23415 -16.06408 0.059
H 6.79948 20.36179 -15.61099 0.060
H 6.61981 23.19404 -16.72224 0.093
H 8.13399 22.23560 -16.60074 0.088
H 7.92505 23.45862 -14.69160 0.075
C 10.87888 21.52744 -16.89295 -0.092
C 12.09655 20.87335 -16.34154 -0.340
O 13.12892 21.83988 -16.27680 -0.069
H 10.07016 20.80548 -17.02670 0.060
H 11.07154 21.96325 -17.87895 0.076
H 10.52955 22.33673 -16.25012 0.067
H 12.38132 19.97932 -16.90817 0.115
H 11.85400 20.51541 -15.32462 0.103
H 13.97139 21.41091 -16.11250 0.086
C 4.84466 18.09878 -14.53214 -0.074
C 5.67697 16.87308 -14.75680 -0.311
O 5.45702 16.34153 -16.05685 -0.099
H 3.82290 17.80175 -14.28137 0.079
H 4.80248 18.78374 -15.37493 0.051
H 5.20649 18.65566 -13.65775 0.063
H 5.41160 16.09914 -14.03996 0.113
H 6.74925 17.06521 -14.64996 0.081
H 6.08120 16.78353 -16.66067 0.032
C 7.03565 25.60620 -21.48116 -0.075
C 6.86164 25.78992 -19.96628 -0.321
O 5.57775 26.36053 -19.64303 -0.093
H 8.06330 25.30718 -21.72232 0.074
H 6.72915 26.51903 -21.98022 0.071
H 6.44018 24.76819 -21.85220 0.066
H 7.68060 26.42217 -19.59442 0.098
H 6.93125 24.86411 -19.38940 0.088
H 5.62299 27.31828 -19.70337 0.080
C 2.32430 21.08758 -14.78402 -0.067
C 1.21377 21.70231 -15.62627 -0.299
O 1.27976 21.30026 -16.97019 -0.100
H 2.19590 20.01443 -14.65157 0.074
H 2.39003 21.59367 -13.81432 0.063
H 3.32888 21.24382 -15.19374 0.052
H 1.17362 22.79473 -15.50791 0.111
H 0.24783 21.36516 -15.23253 0.115
H 1.93884 21.86055 -17.43338 0.054
C 8.83288 23.94574 -10.96317 -0.091
C 7.81192 24.61050 -10.06551 -0.296
O 8.28996 24.60020 -8.70059 -0.082
H 9.74969 24.53926 -11.01875 0.070
H 8.43281 23.82680 -11.97379 0.068
H 9.12544 22.95957 -10.59622 0.068
H 6.84246 24.10346 -10.16439 0.085
H 7.67445 25.66009 -10.36718 0.112
H 7.55126 24.50565 -8.09685 0.073
C 8.34206 21.65916 -19.76468 -0.090
C 9.50546 21.15515 -20.59435 -0.292
O 10.02049 22.16213 -21.51792 -0.089
H 7.86148 20.80901 -19.25875 0.064
H 7.56772 22.08605 -20.40442 0.066
H 8.62849 22.38354 -18.99881 0.061
H 9.19629 20.30063 -21.19666 0.112
H 10.32848 20.83029 -19.93404 0.097
H 10.45872 22.86184 -21.02422 0.072
C 4.65584 22.46203 -10.85985 -0.087
C 4.82073 22.75093 -12.33690 -0.300
O 5.42254 21.61134 -12.98558 -0.125
H 5.61887 22.25975 -10.39138 0.064
H 4.00123 21.59594 -10.71478 0.084
H 4.14755 23.27221 -10.32586 0.079
H 5.42263 23.66181 -12.46656 0.107
H 3.85686 22.91579 -12.83937 0.085
H 6.05646 22.01142 -13.65880 0.065
C 11.50188 22.64164 -13.14578 -0.074
C 12.29563 23.91566 -13.15741 -0.251
O 11.37981 25.04706 -13.33447 -0.113
H 10.88121 22.54778 -12.25489 0.061
H 12.19980 21.80481 -13.17523 0.081
H 10.82124 22.56366 -13.99395 0.066
H 12.98322 23.90352 -14.01661 0.110
H 12.88075 24.06204 -12.24522 0.116
H 11.87602 25.87405 -13.30269 0.096
C 8.35504 18.87044 -12.44285 -0.091
C 7.70321 19.45901 -11.21359 -0.321
O 6.29616 19.38830 -11.34652 -0.105
H 7.92979 17.88671 -12.65421 0.068
H 9.43583 18.75473 -12.34447 0.070
H 8.15799 19.49872 -13.32030 0.063
H 8.03936 20.48944 -11.06011 0.100
H 7.96124 18.86256 -10.33814 0.109
H 5.99371 20.18402 -11.84801 0.041
C 3.71261 18.62487 -18.25659 -0.086
C 2.27463 18.10896 -18.21225 -0.284
O 1.32634 19.08323 -18.71275 -0.117
H 4.43525 17.92292 -17.83361 0.048
H 3.74360 19.53455 -17.64219 0.057
H 4.00949 18.91778 -19.26568 0.071
H 2.02972 17.90666 -17.16183 0.109
H 2.14524 17.21455 -18.81382 0.105
H 1.24342 19.79648 -18.03138 0.042
C 7.94145 25.98529 -16.73623 -0.092
C 8.55418 26.26061 -15.37196 -0.268
O 8.92824 25.04206 -14.66904 -0.126
H 7.69178 26.94408 -17.20233 0.081
H 6.98617 25.47227 -16.59687 0.050
H 8.56777 25.36847 -17.37443 0.075
H 7.83313 26.85862 -14.79141 0.112
H 9.45140 26.88794 -15.48388 0.114
H 9.79304 25.22001 -14.21952 0.055
C 8.92999 18.14894 -16.32688 -0.078
C 8.63833 17.84791 -17.76671 -0.286
O 7.23489 17.63226 -17.99112 -0.089
H 9.95594 18.50486 -16.22295 0.069
H 8.85949 17.23984 -15.72465 0.083
H 8.27965 18.91253 -15.91035 0.054
H 9.20427 16.99041 -18.15369 0.119
H 8.98392 18.70519 -18.37775 0.096
H 7.09820 17.39972 -18.91266 0.096
C 4.67873 22.22084 -19.79204 -0.078
C 3.20047 22.35788 -19.59318 -0.286
O 2.90524 23.11172 -18.40607 -0.093
H 5.11567 23.20747 -19.93470 0.059
H 4.86284 21.59546 -20.66711 0.088
H 5.12901 21.82371 -18.88309 0.058
H 2.70822 21.38433 -19.51386 0.100
H 2.70671 22.80458 -20.46609 0.123
H 2.86918 24.03873 -18.66659 0.094
```

B | Below is 15 unconnected molecules or ions with the total composition C30H90O15, with properties calculated with ωB97M-V with the def2-TZVPD basis set.

- HOMO level (eV) = -9.5514
- charge = 0

XYZ file:
```
135
Properties=species:S:1:pos:R:3:lowdin_charge:R:1
C -4.42060 -0.73103 -2.91153 -0.064
C -4.06988 -1.06666 -1.49157 -0.320
O -2.80023 -1.68058 -1.44920 -0.115
H -5.44374 -0.47936 -3.04490 0.070
H -4.07774 -1.55376 -3.54639 0.089
H -3.87354 0.16248 -3.08126 0.031
H -4.78059 -1.71443 -1.03583 0.096
H -4.07009 -0.18779 -0.77867 0.113
H -2.62623 -1.98814 -0.53085 0.039
C 1.41510 -5.96405 4.08102 -0.095
C 0.08177 -5.41592 3.75848 -0.332
O -0.72078 -5.18892 4.93946 -0.072
H 2.05372 -6.24214 3.22588 0.089
H 1.22643 -6.78748 4.72639 0.064
H 1.96292 -5.19095 4.68860 0.100
H -0.49284 -6.11831 3.17498 0.102
H 0.12537 -4.51639 3.15692 0.096
H -0.19525 -5.43209 5.68458 0.050
C 0.12351 -1.27053 -5.48324 -0.088
C -0.97794 -1.62646 -4.51854 -0.313
O -0.37637 -1.79901 -3.23947 -0.089
H 0.60590 -0.25925 -5.34801 0.064
H -0.20551 -1.33495 -6.52357 0.074
H 0.83897 -2.11626 -5.40079 0.081
H -1.51321 -2.55953 -4.90420 0.140
H -1.66888 -0.83094 -4.48428 0.060
H -1.04700 -1.79120 -2.58109 0.024
C 4.11189 -1.71843 -0.77339 -0.053
C 3.45528 -2.28592 0.49314 -0.270
O 3.43116 -1.36124 1.56880 -0.088
H 3.53756 -0.88195 -1.23472 0.071
H 4.27736 -2.45749 -1.54343 0.063
H 5.16201 -1.41849 -0.63269 0.080
H 3.91856 -3.17385 0.83157 0.099
H 2.41620 -2.55275 0.47889 0.084
H 4.20958 -0.87792 1.77480 0.054
C 2.64886 3.81244 0.02317 -0.063
C 1.20967 3.78510 0.49236 -0.256
O 1.05336 3.02360 1.73868 -0.129
H 3.29430 4.12472 0.81188 0.059
H 2.68970 4.60384 -0.71140 0.075
H 2.98579 2.84703 -0.26826 0.061
H 0.44842 3.34062 -0.21559 0.113
H 0.77605 4.77225 0.62945 0.104
H 1.30304 2.11210 1.50810 0.035
C -2.70503 -4.52504 1.13914 -0.078
C -2.47831 -3.25820 1.91351 -0.268
O -2.06951 -2.17654 1.04122 -0.118
H -2.96660 -5.41014 1.75023 0.085
H -1.79574 -4.82828 0.58067 0.081
H -3.49307 -4.35780 0.40480 0.073
H -1.73890 -3.28617 2.66136 0.083
H -3.43442 -3.05136 2.38465 0.110
H -2.15171 -1.31906 1.52442 0.056
C 6.47579 2.39007 2.35802 -0.086
C 5.17925 2.17794 3.09845 -0.349
O 4.95078 0.81116 3.05845 -0.084
H 7.32642 2.01690 2.95580 0.077
H 6.65120 3.46468 2.21279 0.074
H 6.38097 1.77983 1.42049 0.091
H 4.39591 2.68118 2.57901 0.089
H 5.20867 2.55091 4.12441 0.114
H 4.05632 0.56368 3.29576 0.042
C -4.31778 0.98091 3.54084 -0.076
C -4.12831 0.39396 2.13337 -0.280
O -2.71938 0.30340 1.96311 -0.134
H -3.59052 0.45976 4.20882 0.089
H -5.31545 0.78383 4.00806 0.081
H -4.11829 2.05686 3.49095 0.059
H -4.60789 1.09945 1.42211 0.115
H -4.51401 -0.62304 2.03260 0.108
H -2.30895 1.16901 2.01415 0.023
C 3.23115 0.48953 -4.02768 -0.066
C 2.97661 1.91260 -4.69004 -0.282
O 2.18810 1.87498 -5.86880 -0.101
H 3.63202 -0.25320 -4.72163 0.074
H 2.41824 0.07711 -3.49448 0.035
H 4.06258 0.51683 -3.32212 0.058
H 3.96945 2.26389 -4.92413 0.089
H 2.59360 2.70803 -4.04862 0.104
H 2.62537 1.34037 -6.55263 0.093
C 1.91199 1.86164 5.67601 -0.076
C 1.17619 1.18044 4.61190 -0.328
O 2.09151 0.57085 3.74057 -0.092
H 2.51398 2.70869 5.42541 0.068
H 2.62368 1.10489 6.10732 0.107
H 1.24325 2.19850 6.43423 0.069
H 0.60475 1.86695 4.01127 0.088
H 0.54577 0.46988 5.05004 0.105
H 1.57513 0.07599 3.03510 0.103
C -1.31690 4.38619 4.02539 -0.053
C -1.93456 3.98095 2.66648 -0.274
O -1.59296 2.66108 2.33693 -0.130
H -0.26119 4.29426 4.03458 0.049
H -1.70815 3.72342 4.74889 0.055
H -1.59853 5.41370 4.35741 0.089
H -1.59326 4.58988 1.84497 0.102
H -3.01535 4.01316 2.69489 0.103
H -0.62458 2.56481 2.28942 0.049
C -1.10246 1.88371 -4.14282 -0.095
C -1.69871 2.12763 -5.49215 -0.282
O -2.91152 1.30438 -5.51514 -0.116
H -0.61340 0.88940 -3.97279 0.061
H -1.83115 1.95393 -3.30607 0.057
H -0.31632 2.63156 -3.89314 0.087
H -1.00983 1.94388 -6.32430 0.107
H -2.01120 3.17392 -5.63066 0.109
H -3.42784 1.59956 -6.30476 0.098
C -0.44313 0.67250 -0.51510 -0.040
C 0.36783 -0.26296 0.45649 -0.205
O 1.54302 0.52749 0.73718 -0.147
H 0.24025 1.16734 -1.11547 0.040
H -0.98386 1.36613 0.14512 0.053
H -1.14501 0.21384 -1.21323 0.060
H 0.56730 -1.28295 0.04019 0.112
H -0.13965 -0.26066 1.43248 0.097
H 2.32548 -0.07888 0.86808 0.069
C -4.30645 2.84547 -2.22824 -0.081
C -3.46596 3.53480 -1.13587 -0.271
O -4.30356 4.08566 -0.09937 -0.066
H -3.74473 2.59186 -3.16302 0.062
H -5.04193 3.53527 -2.60647 0.063
H -4.84708 1.98772 -1.82148 0.066
H -2.89888 4.31712 -1.58426 0.095
H -2.83837 2.71181 -0.70197 0.112
H -4.98158 4.60087 -0.44041 0.036
C 1.94304 -5.65666 -2.04033 -0.075
C 0.93145 -4.49893 -2.40479 -0.290
O 1.18689 -3.51780 -1.40746 -0.128
H 2.97510 -5.45622 -2.29171 0.059
H 1.61932 -6.54743 -2.64457 0.085
H 1.92775 -5.81285 -1.01376 0.033
H -0.04884 -4.89013 -2.56019 0.100
H 1.40501 -4.11704 -3.32026 0.102
H 0.56758 -2.73674 -1.60186 0.083
```

A wins, 2.044 eV ahead of the next structure.

A | Below is 2 unconnected molecules or ions with the total composition C3H11N2S2, with properties calculated with ωB97M-V with the def2-TZVPD basis set.

- HOMO level (eV) = -11.4158
- charge = +1

XYZ file:
```
18
Properties=species:S:1:pos:R:3:lowdin_charge:R:1
N -0.63816 -1.38913 1.46474 0.196
C -0.32783 -1.66490 0.23118 -0.202
N 0.42590 -2.67344 -0.12745 0.203
H -0.26351 -1.93828 2.22707 0.147
H -1.13654 -0.54535 1.71069 0.099
H -0.72783 -1.02198 -0.54008 0.112
H 0.61941 -2.82260 -1.10641 0.140
H 0.95225 -3.23798 0.52493 0.145
C -0.04037 0.89878 -2.55872 -0.467
S 0.89291 1.52610 -1.13117 0.469
S -0.68816 1.76231 0.19806 0.439
C 0.25047 2.13738 1.70214 -0.459
H -1.08084 1.20504 -2.49928 0.030
H 0.41815 1.34609 -3.43620 0.036
H 0.03631 -0.18182 -2.66481 0.015
H 0.56199 3.17616 1.70984 0.039
H -0.39281 1.91538 2.55035 0.033
H 1.13867 1.50825 1.74515 0.026
```

B | Below is a gas-phase ion, C3H11N2S2 (charge +1), with properties calculated with ωB97M-V with the def2-TZVPD basis set.

- HOMO level (eV) = -12.5425
- charge = +1
- SMILES = NC[C@H]([NH3+])CSS

XYZ file:
```
18
Properties=species:S:1:pos:R:3:lowdin_charge:R:1
S 0.95599 2.44706 -0.88488 0.375
S 1.50735 0.97187 0.45955 0.474
C -0.05997 0.21985 0.85993 -0.583
C -0.72721 -0.78871 -0.04817 -0.357
C -1.95438 -1.42281 0.63112 -0.192
N -2.17485 -2.74905 0.06494 -0.009
N 0.19176 -1.88088 -0.48560 0.197
H 1.63214 2.01447 -1.96329 -0.184
H -0.78441 1.02626 0.97868 0.087
H 0.03941 -0.19855 1.87090 0.091
H -1.02599 -0.25559 -0.95419 0.152
H -2.81528 -0.75417 0.61599 0.137
H -1.68419 -1.61872 1.66335 0.125
H -2.78993 -2.85478 -0.74191 0.100
H -2.70779 -3.37680 0.65947 0.098
H -0.39432 -2.62023 -0.90084 0.144
H 0.53573 -2.40430 0.32618 0.178
H 0.98898 -1.62575 -1.07791 0.168
```

A wins, 0.283 eV ahead of the next structure.